Below is a molecular structure, C12H32B3CuF12O12S4 at a distorted geometry, with properties calculated with wB97M-V/def2-TZVPD.

Last column: Mulliken spin population.
Element x y z (Å)
Cu1 0.8838 0.5650 -0.3672  0.943
B1 2.1319 -1.7017 -1.5474  0.001
F1 3.2797 -1.8353 -2.2022  0.001
F2 2.3942 -0.9918 -0.4399  0.035
F3 1.2862 -0.9126 -2.2963  0.000
F4 1.5308 -2.8777 -1.1172  0.000
B2 2.4193 2.6535 -1.5848  0.000
F5 3.3933 3.2975 -0.9500  0.000
F6 2.2293 2.9433 -2.8879  0.000
F7 2.7073 1.3663 -1.4936  0.009
F8 1.1853 2.7978 -1.0061  -0.002
B3 -1.7783 2.4355 1.3094  0.005
F9 -2.0485 2.1458 2.6554  0.000
F10 -1.5597 3.7653 1.1091  0.000
F11 -0.6244 1.7536 0.8478  0.004
F12 -2.8367 2.1625 0.4743  0.000
O1 -0.2427 1.1596 -2.3972  0.001
S1 -1.2362 1.8522 -3.2045  0.000
O2 -1.0330 2.0894 -4.6461  0.000
O3 -2.7130 1.0868 -3.0504  0.000
C1 -3.8748 1.6351 -3.6786  0.000
C2 -4.9011 0.4948 -3.5539  0.000
C3 -1.6142 3.5573 -2.4738  0.000
H1 -3.7939 1.9332 -4.7239  0.000
H2 -4.2285 2.5215 -3.1519  0.000
H3 -5.9554 0.7398 -3.6821  0.000
H4 -4.7300 -0.0346 -2.6165  0.000
H5 -4.6361 -0.1409 -4.3987  0.000
H6 -0.6528 3.9933 -2.2027  0.000
H7 -2.1939 3.3760 -1.5687  0.000
H8 -2.2244 4.1930 -3.1154  0.000
O4 -1.7693 -3.0871 -0.2257  0.000
S2 -1.8602 -1.7499 -0.7287  0.002
O5 -0.8894 -0.6816 -0.5282  0.001
O6 -2.2849 -1.6944 -2.2980  0.001
C4 -1.7764 -2.7218 -3.0820  0.000
C5 -2.4344 -2.5920 -4.4664  0.000
C6 -3.3429 -1.0212 0.0731  0.002
H9 -1.9456 -3.7066 -2.6466  0.000
H10 -0.7081 -2.5602 -3.2264  0.000
H11 -3.5223 -2.5963 -4.3990  0.000
H12 -2.0311 -3.3857 -5.0952  0.000
H13 -2.1202 -1.5918 -4.7648  0.000
H14 -3.4586 -0.0399 -0.3872  0.000
H15 -3.1109 -0.9229 1.1335  0.000
H16 -4.1537 -1.7306 -0.0924  0.000
O7 1.0138 0.1993 4.1861  0.000
S3 0.5850 -0.7518 3.1242  0.001
O8 0.5629 -0.4426 1.6705  -0.003
O9 1.4506 -2.1486 3.3561  0.000
C7 1.1404 -3.2847 2.6150  0.000
C8 2.4297 -3.8074 1.9184  0.000
C9 -1.1235 -1.3494 3.4707  0.000
H17 0.2884 -3.1295 1.9531  0.000
H18 0.7021 -3.9928 3.3183  0.000
H19 2.7176 -3.2330 1.0380  0.000
H20 2.1611 -4.7959 1.5458  0.000
H21 3.2755 -3.8597 2.6040  0.000
H22 -1.8680 -0.6548 3.0818  0.000
H23 -1.1904 -1.3803 4.5582  0.000
H24 -1.3340 -2.2734 2.9322  0.000
O10 4.6381 2.7176 1.8028  0.000
S4 3.3070 2.1842 2.1557  0.000
O11 2.4706 1.4441 1.1645  -0.002
O12 3.4549 1.1874 3.5185  0.000
C10 4.0819 -0.0614 3.2717  0.000
C11 4.8046 -0.5747 4.5757  0.000
C12 2.2038 3.5294 2.6351  0.000
H25 4.7936 0.0621 2.4553  0.000
H26 3.4233 -0.8616 2.9341  0.000
H27 5.2605 -1.5520 4.4172  0.000
H28 4.0490 -0.5788 5.3613  0.000
H29 5.5716 0.1290 4.8991  0.000
H30 2.0569 4.1861 1.7776  0.000
H31 2.7139 3.9866 3.4829  0.000
H32 1.2039 3.1648 2.8706  0.000

## Properties
- Kohn-Sham gap (alpha / beta): 10.23 / 7.87 eV
- 2S+1: 2
- <S²>: 0.75
- Total charge: -1
- Electronic energy: -160169.0555 eV
- E_HOMO (alpha / beta): -8.3 / -8.3 eV
- Energy relative to the best compared isomer or geometry (same formula, charge and spin): 74.7 kcal/mol